{"formula": "C17H21N3O4", "method": "ωB97M-V/def2-TZVPD", "symbols": ["C", "O", "C", "C", "C", "C", "C", "N", "O", "C", "C", "C", "C", "C", "O", "N", "C", "C", "O", "C", "C", "N", "C", "C", "H", "H", "H", "H", "H", "H", "H", "H", "H", "H", "H", "H", "H", "H", "H", "H", "H", "H", "H", "H", "H"], "xyz": [[-7.453971, -2.244748, 0.249302], [-6.820374, -1.200148, 0.948603], [-5.615807, -0.754209, 0.509895], [-5.045048, 0.283785, 1.253417], [-3.826698, 0.811116, 0.896120], [-3.146124, 0.312698, -0.216012], [-1.866898, 0.871182, -0.589520], [-1.147598, 0.465188, -1.606258], [-0.035611, 1.254623, -1.594536], [-0.166046, 2.091627, -0.553083], [0.907262, 3.063384, -0.245252], [2.022691, 2.408455, 0.580898], [2.721771, 1.286741, -0.182892], [3.910557, 0.761605, 0.608632], [4.225049, 1.223233, 1.688676], [4.625089, -0.234474, 0.030158], [4.318058, -0.954501, -1.184963], [4.033028, -2.422911, -0.835098], [5.119268, -3.004541, -0.155840], [5.409173, -2.305127, 1.035748], [5.732428, -0.836540, 0.749741], [-1.269454, 1.898805, 0.094597], [-3.712703, -0.720538, -0.956473], [-4.936466, -1.252215, -0.600426], [-8.387838, -2.428370, 0.778161], [-6.849572, -3.157308, 0.255861], [-7.674114, -1.960665, -0.784601], [-5.586502, 0.655065, 2.109034], [-3.381322, 1.611993, 1.464918], [0.466920, 3.883495, 0.320724], [1.317549, 3.443442, -1.182723], [2.758106, 3.167901, 0.847755], [1.608201, 2.013138, 1.509105], [3.074489, 1.660466, -1.147608], [2.024175, 0.467516, -0.366891], [3.465359, -0.524089, -1.703557], [5.194483, -0.911780, -1.843435], [3.885893, -3.013237, -1.740802], [3.125920, -2.477640, -0.212697], [6.265126, -2.810286, 1.484724], [4.550436, -2.361775, 1.721752], [5.875530, -0.281824, 1.677325], [6.635248, -0.770882, 0.132878], [-3.180737, -1.099636, -1.814996], [-5.352794, -2.051935, -1.192447]], "atomic_forces_ev_per_a": [[-0.1, -0.2, -0.1], [0.2, 0.2, 0.1], [0.2, 0.2, 0.0], [-0.2, -0.2, 0.0], [0.1, -0.1, -0.2], [-0.5, -0.4, 0.0], [1.1, 0.2, -0.5], [-1.0, -0.7, 0.0], [0.5, 0.6, 0.3], [-0.5, -0.1, 0.1], [0.2, -0.2, 0.0], [0.1, 0.0, -0.2], [0.0, 0.2, 0.4], [-0.1, 0.0, -0.4], [-0.1, 0.2, 0.3], [0.3, -0.2, 0.0], [-0.2, -0.4, -0.1], [-0.1, 0.2, -0.3], [0.1, -0.1, -0.1], [0.2, 0.3, 0.1], [0.0, -0.2, 0.3], [0.2, 0.3, 0.2], [0.2, 0.3, 0.2], [-0.3, -0.2, 0.1], [0.1, 0.0, -0.1], [0.0, 0.0, 0.0], [0.0, 0.0, 0.0], [-0.1, 0.0, 0.1], [0.0, 0.1, 0.1], [0.0, 0.0, -0.1], [0.0, 0.1, 0.0], [-0.1, 0.0, 0.1], [0.0, 0.1, 0.0], [0.0, -0.1, -0.1], [0.1, 0.0, -0.1], [0.0, 0.0, 0.0], [-0.1, 0.0, 0.0], [-0.1, 0.1, 0.0], [0.0, 0.0, -0.1], [-0.1, 0.1, 0.0], [0.1, 0.0, 0.0], [0.1, -0.1, -0.1], [0.0, 0.0, 0.1], [0.0, -0.1, -0.1], [-0.1, -0.1, 0.0]], "nbo_charge": [-0.25, -0.49, 0.31, -0.26, -0.14, -0.15, 0.31, -0.17, -0.29, 0.54, -0.46, -0.37, -0.51, 0.69, -0.63, -0.44, -0.24, -0.08, -0.52, -0.08, -0.26, -0.50, -0.15, -0.27, 0.20, 0.18, 0.18, 0.23, 0.23, 0.25, 0.23, 0.23, 0.22, 0.22, 0.23, 0.22, 0.20, 0.20, 0.16, 0.20, 0.17, 0.25, 0.19, 0.23, 0.21], "lumo_energy_ev": 0.7, "mol_weight_g_mol": 331.37, "orbital_gap_ev": 9.1, "smiles": "COc1ccc(-c2noc(CCCC(=O)N3CCOCC3)n2)cc1", "e_above_lowest_kj_mol": 329.4}